Entry 1:
{
  "formula": "C20H30N4O4",
  "method": "wB97M-V/def2-TZVPD",
  "species": ["C", "O", "C", "C", "C", "C", "N", "C", "C", "O", "N", "C", "C", "C", "O", "C", "N", "C", "O", "C", "N", "C", "C", "C", "C", "C", "C", "C", "H", "H", "H", "H", "H", "H", "H", "H", "H", "H", "H", "H", "H", "H", "H", "H", "H", "H", "H", "H", "H", "H", "H", "H", "H", "H", "H", "H", "H", "H"],
  "positions_angstrom": [[0.400, 8.202, 2.850], [0.582, 6.803, 2.788], [0.525, 6.225, 1.549], [0.284, 6.905, 0.363], [0.272, 6.214, -0.839], [0.496, 4.841, -0.907], [0.436, 4.175, -2.124], [0.709, 4.154, 0.302], [0.952, 2.673, 0.284], [1.567, 2.136, -0.629], [0.418, 2.006, 1.337], [0.566, 0.605, 1.725], [1.448, -0.250, 0.827], [1.436, -1.692, 1.292], [1.859, -1.724, 2.638], [0.121, -2.457, 0.967], [0.871, -3.224, -0.026], [0.549, -3.838, -1.186], [1.411, -4.189, -1.975], [-0.951, -4.012, -1.450], [-1.588, -4.515, -0.241], [-1.126, -5.865, 0.050], [-3.038, -4.463, -0.233], [-1.460, -2.690, -2.095], [-1.198, -3.321, -3.480], [-1.177, -4.713, -2.815], [2.168, -2.653, 0.318], [0.733, 4.855, 1.502], [0.489, 8.474, 3.898], [1.164, 8.730, 2.274], [-0.590, 8.493, 2.487], [0.114, 7.972, 0.354], [0.085, 6.759, -1.757], [0.980, 3.324, -2.147], [0.569, 4.764, -2.929], [-0.125, 2.567, 1.971], [0.966, 0.572, 2.739], [-0.434, 0.159, 1.765], [1.104, -0.216, -0.206], [2.474, 0.119, 0.829], [1.892, -2.640, 2.935], [-0.257, -3.070, 1.788], [-0.699, -1.861, 0.564], [-1.524, -6.185, 1.013], [-1.443, -6.593, -0.712], [-0.037, -5.888, 0.105], [-3.393, -4.876, 0.712], [-3.393, -3.436, -0.293], [-3.505, -5.043, -1.044], [-2.523, -2.538, -1.925], [-0.926, -1.773, -1.840], [-1.951, -3.144, -4.246], [-0.217, -3.056, -3.869], [-0.407, -5.411, -3.132], [-2.157, -5.190, -2.848], [2.684, -2.189, -0.524], [2.843, -3.359, 0.809], [0.953, 4.347, 2.434]],
  "forces_ev_per_a": [[-0.001, -0.004, -0.003], [0.000, 0.002, -0.003], [-0.003, -0.004, 0.004], [0.000, 0.001, -0.004], [0.001, 0.003, 0.008], [-0.002, 0.007, -0.010], [0.005, -0.010, -0.002], [0.005, 0.007, 0.002], [-0.063, -0.024, -0.040], [0.011, 0.003, 0.005], [0.094, 0.030, 0.062], [-0.076, -0.020, -0.047], [0.028, 0.005, 0.010], [0.019, -0.022, 0.022], [-0.004, 0.003, -0.010], [0.004, -0.001, -0.013], [-0.017, -0.027, -0.030], [-0.007, 0.011, 0.030], [0.019, 0.005, -0.008], [0.002, -0.016, 0.036], [0.000, 0.003, -0.015], [-0.006, 0.002, 0.001], [0.002, 0.001, -0.007], [0.003, 0.016, -0.025], [-0.010, -0.002, -0.002], [0.008, 0.001, 0.000], [-0.018, 0.023, -0.013], [0.000, 0.001, 0.007], [0.000, 0.000, 0.000], [-0.001, 0.001, 0.001], [0.001, 0.001, 0.000], [0.000, 0.001, 0.001], [0.001, -0.003, -0.002], [-0.001, 0.001, 0.001], [-0.004, 0.004, 0.003], [-0.005, 0.000, -0.004], [0.003, -0.002, 0.000], [0.001, 0.003, 0.001], [0.000, 0.001, 0.001], [-0.001, -0.003, 0.001], [0.001, -0.001, -0.001], [0.000, 0.003, 0.010], [-0.001, 0.004, 0.001], [0.005, -0.005, 0.002], [-0.001, 0.000, 0.004], [0.000, 0.002, -0.001], [0.001, -0.002, 0.001], [-0.001, 0.001, 0.001], [-0.002, 0.001, 0.002], [-0.002, 0.000, 0.002], [0.000, -0.003, 0.008], [0.000, 0.001, 0.002], [0.004, -0.004, 0.003], [0.001, 0.004, -0.007], [-0.003, 0.002, 0.005], [0.009, -0.001, 0.004], [0.000, 0.000, 0.006], [0.000, -0.001, -0.001]],
  "lumo_ev": 0.58,
  "de_lowest_kcal_mol": 68.5,
  "charge": 0,
  "total_energy_ev": -35376.4114,
  "orbital_gap_ev": 8.190,
  "smiles": "COc1ccc(N)c(C(=O)NCCC2(O)CN(C(=O)C3(N(C)C)CCC3)C2)c1",
  "homo_energy_ha": -0.280
}

***

Entry 2:
{
  "formula": "C20H30N5",
  "method": "wB97M-V/def2-TZVPD",
  "species": ["C", "N", "C", "H", "H", "C", "N", "C", "H", "C", "H", "C", "N", "H", "C", "C", "C", "N", "C", "C", "C", "C", "C", "C", "H", "H", "H", "H", "C", "H", "H", "C", "C", "N", "H", "H", "H", "H", "H", "H", "H", "H", "H", "C", "H", "C", "H", "H", "H", "H", "H", "H", "H", "H", "H"],
  "positions_angstrom": [[3.135, 0.475, -3.727], [2.319, 1.075, -2.693], [2.016, 0.217, -1.572], [1.725, 0.851, -0.729], [2.916, -0.327, -1.284], [0.889, -0.788, -1.850], [-0.323, -0.077, -2.304], [-1.461, -1.001, -2.525], [-1.395, -1.791, -1.773], [-2.792, -0.274, -2.362], [-3.597, -0.996, -2.492], [-2.901, 0.354, -0.973], [-1.907, 1.421, -0.819], [-2.165, 2.194, -1.430], [-1.828, 1.940, 0.562], [-1.095, 0.993, 1.452], [-1.609, -0.060, 2.153], [-0.618, -0.724, 2.823], [0.574, -0.097, 2.563], [1.861, -0.369, 3.012], [2.872, 0.480, 2.616], [2.619, 1.586, 1.802], [1.350, 1.857, 1.343], [0.309, 1.003, 1.713], [1.158, 2.729, 0.734], [3.436, 2.238, 1.534], [3.879, 0.298, 2.956], [2.074, -1.203, 3.663], [-0.797, -1.961, 3.534], [-1.417, -1.805, 4.424], [0.187, -2.304, 3.858], [-1.458, -3.039, 2.640], [-1.086, -2.842, 1.269], [-0.810, -2.613, 0.182], [-1.159, -4.039, 2.962], [-2.549, -2.976, 2.698], [-2.633, -0.371, 2.249], [-2.834, 2.129, 0.958], [-1.288, 2.888, 0.525], [-2.685, -0.404, -0.217], [-3.921, 0.724, -0.806], [-2.918, 0.494, -3.128], [-1.378, -1.453, -3.516], [-0.007, 0.733, -3.497], [-0.897, 1.272, -3.820], [1.120, 1.724, -3.158], [0.774, 2.398, -2.367], [1.352, 2.323, -4.039], [0.310, 0.065, -4.302], [0.653, -1.343, -0.942], [1.186, -1.495, -2.629], [-0.701, 0.606, -1.537], [2.666, -0.372, -4.247], [4.063, 0.129, -3.277], [3.380, 1.238, -4.464]],
  "forces_ev_per_a": [[-0.037, 0.003, -0.003], [0.131, 0.209, 0.067], [-0.217, -0.111, -0.011], [0.044, -0.183, -0.079], [-0.042, -0.025, 0.086], [0.797, -0.070, 0.398], [0.009, 0.024, 0.170], [-0.584, -0.390, -0.154], [0.094, 0.151, -0.179], [0.207, 0.076, 0.246], [0.006, -0.005, -0.068], [-0.318, -0.107, -0.169], [-0.186, 0.460, 0.043], [-0.021, -0.069, 0.036], [-0.022, -0.106, 0.200], [-0.319, -0.047, 0.086], [-0.086, 0.465, -0.145], [-0.094, 0.000, 0.147], [0.305, 0.430, -0.305], [0.078, -0.134, 0.075], [-0.002, -0.119, 0.066], [0.006, 0.195, -0.123], [-0.006, 0.013, 0.237], [0.127, -0.302, 0.203], [0.009, 0.093, -0.100], [0.083, 0.076, -0.030], [0.093, -0.034, 0.048], [0.041, -0.078, 0.070], [-0.017, -0.152, 0.193], [0.146, -0.083, -0.094], [-0.152, 0.037, -0.014], [-0.173, -0.060, 0.805], [0.124, -0.080, -0.541], [0.043, -0.194, -0.129], [-0.111, 0.043, 0.023], [0.094, -0.063, 0.033], [-0.211, -0.089, 0.009], [0.070, 0.069, -0.073], [-0.109, 0.010, 0.021], [-0.035, 0.012, -0.034], [0.085, -0.010, 0.068], [-0.091, 0.007, -0.066], [0.138, 0.049, 0.035], [0.320, 0.601, -0.322], [-0.063, -0.078, 0.028], [-0.116, -0.136, -0.078], [-0.076, 0.066, -0.040], [-0.096, 0.030, 0.022], [-0.122, -0.079, 0.089], [-0.056, 0.065, -0.199], [-0.146, -0.023, -0.029], [0.341, -0.226, -0.326], [0.014, -0.058, -0.060], [0.061, -0.053, -0.045], [0.044, -0.017, -0.084]],
  "lumo_ev": -1.93,
  "de_lowest_kcal_mol": 0.0,
  "charge": 1,
  "total_energy_ev": -28671.8918,
  "orbital_gap_ev": 8.826,
  "smiles": "CN1CC[NH+](CCCNCc2cn(CCC#N)c3ccccc23)CC1",
  "homo_energy_ha": -0.395
}

***

Entry 3:
{
  "formula": "C20H30NO3Se4SiTcTe2",
  "method": "wB97M-V/def2-TZVPD",
  "species": ["Tc", "Se", "Te", "Te", "Se", "C", "Se", "C", "C", "Se", "C", "H", "H", "H", "H", "H", "H", "H", "H", "H", "H", "C", "Si", "C", "C", "C", "C", "H", "H", "H", "H", "H", "H", "H", "H", "H", "O", "C", "N", "C", "C", "C", "C", "C", "C", "C", "C", "C", "C", "O", "O", "H", "H", "H", "H", "H", "H", "H", "H", "H", "H", "H"],
  "positions_angstrom": [[-0.072, 0.128, 0.086], [-2.552, 0.269, 0.426], [-3.386, -1.123, -1.483], [-2.375, 0.501, -3.379], [-0.013, 0.384, -2.533], [-1.221, 3.397, -1.030], [-0.131, 2.699, 0.415], [1.528, 3.383, -0.370], [2.800, 3.312, 0.482], [2.610, 3.193, 2.429], [3.393, 1.433, 2.700], [-0.791, 3.090, -1.980], [-1.261, 4.479, -0.925], [-2.208, 2.958, -0.918], [1.286, 4.419, -0.612], [1.650, 2.828, -1.302], [3.388, 4.210, 0.291], [3.408, 2.460, 0.191], [4.306, 1.342, 2.116], [2.682, 0.657, 2.440], [3.640, 1.372, 3.758], [1.021, -1.680, 5.598], [0.111, -0.105, 5.153], [0.999, 1.378, 5.894], [-1.639, -0.169, 5.822], [0.048, 0.048, 3.337], [0.013, 0.078, 2.118], [1.154, -1.768, 6.679], [2.005, -1.697, 5.126], [0.475, -2.557, 5.248], [0.674, 1.550, 6.922], [0.786, 2.279, 5.315], [2.080, 1.231, 5.905], [-1.638, -0.319, 6.904], [-2.201, -0.982, 5.361], [-2.166, 0.762, 5.606], [4.227, -0.149, -0.618], [3.072, 0.015, -0.411], [1.925, 0.236, -0.195], [-1.133, -8.176, -0.469], [-0.695, -6.759, -0.215], [-0.358, -5.918, -1.264], [0.067, -4.609, -1.049], [0.411, -3.745, -2.232], [0.166, -4.148, 0.265], [-0.156, -4.980, 1.342], [-0.069, -4.482, 2.760], [-0.593, -6.271, 1.083], [0.603, -2.731, 0.551], [1.557, -2.479, 1.258], [-0.181, -1.854, -0.030], [-1.513, -8.294, -1.484], [-1.918, -8.479, 0.226], [-0.300, -8.873, -0.345], [-0.427, -6.283, -2.284], [0.708, -4.368, -3.077], [1.216, -3.043, -2.017], [-0.446, -3.138, -2.531], [-0.592, -3.530, 2.873], [0.965, -4.298, 3.046], [-0.510, -5.207, 3.445], [-0.865, -6.912, 1.916]],
  "forces_ev_per_a": [[0.151, -0.469, -0.236], [-0.210, 0.011, 0.129], [0.064, 0.032, -0.079], [-0.056, -0.030, 0.001], [0.019, -0.005, 0.075], [0.006, -0.047, 0.016], [0.052, 0.332, 0.107], [0.051, 0.027, 0.031], [-0.018, -0.026, -0.085], [-0.033, 0.043, -0.018], [0.002, -0.001, -0.022], [-0.004, 0.014, 0.016], [-0.002, 0.007, -0.010], [-0.010, 0.006, -0.015], [-0.011, -0.019, 0.030], [0.029, 0.020, 0.009], [-0.002, -0.025, -0.018], [-0.058, -0.004, 0.045], [0.002, 0.010, -0.012], [-0.054, -0.060, -0.043], [-0.002, 0.000, 0.036], [-0.021, 0.044, 0.019], [0.008, -0.021, -0.026], [-0.055, -0.018, -0.031], [0.044, 0.034, -0.002], [0.025, 0.004, 0.027], [-0.047, 0.099, 0.055], [0.004, -0.002, 0.016], [0.013, 0.007, -0.009], [-0.019, -0.015, -0.023], [0.011, -0.015, 0.029], [-0.006, 0.009, -0.004], [0.042, 0.001, -0.040], [-0.005, -0.005, 0.015], [-0.006, -0.032, -0.018], [-0.010, 0.017, -0.006], [0.042, 0.018, 0.016], [-0.015, -0.054, 0.020], [-0.015, 0.021, -0.003], [-0.023, -0.038, -0.015], [0.007, 0.017, -0.009], [0.033, -0.006, 0.033], [0.053, -0.030, 0.081], [-0.035, 0.082, 0.006], [-0.003, 0.065, -0.044], [-0.044, 0.045, -0.016], [-0.012, 0.020, 0.027], [0.008, -0.016, -0.012], [-0.006, -0.059, 0.006], [-0.023, -0.059, -0.070], [0.133, 0.035, -0.025], [-0.002, -0.001, -0.002], [0.000, 0.004, 0.003], [0.007, 0.003, 0.003], [-0.004, -0.010, -0.007], [-0.012, 0.027, -0.005], [0.024, -0.027, 0.028], [-0.033, 0.030, 0.009], [-0.016, 0.015, 0.007], [0.029, -0.013, 0.001], [0.008, 0.013, 0.001], [0.003, -0.006, 0.008]],
  "lumo_ev": [2.16, 1.30],
  "de_lowest_kcal_mol": 0.0,
  "charge": -1,
  "total_energy_ev": -314912.6057,
  "orbital_gap_ev": [6.699, 5.868],
  "homo_energy_ha": [-0.167, -0.168],
  "spin_multiplicity": 4
}

***

Entry 4:
{
  "formula": "C20H30O15",
  "method": "wB97M-V/def2-TZVPD",
  "species": ["C", "C", "C", "O", "C", "O", "O", "H", "H", "H", "H", "H", "H", "C", "C", "C", "O", "C", "O", "O", "H", "H", "H", "H", "H", "H", "C", "C", "C", "O", "C", "O", "O", "H", "H", "H", "H", "H", "H", "C", "C", "C", "O", "C", "O", "O", "H", "H", "H", "H", "H", "H", "C", "C", "C", "O", "C", "O", "O", "H", "H", "H", "H", "H", "H"],
  "positions_angstrom": [[-0.545, 3.324, -1.134], [-0.023, 2.554, 0.127], [-0.863, 2.593, 1.475], [-0.763, 1.317, 1.968], [-0.447, 0.512, 1.008], [-0.207, -0.678, 1.115], [-0.207, 1.167, -0.178], [-0.416, 2.745, -2.049], [-0.117, 4.323, -1.055], [-1.634, 3.307, -1.129], [1.022, 2.716, 0.393], [-1.831, 2.967, 1.142], [-0.266, 3.356, 1.973], [0.657, 1.355, -5.584], [-0.759, 1.745, -6.039], [-0.695, 3.249, -6.437], [-1.176, 3.252, -7.816], [-0.981, 2.010, -8.241], [-1.138, 1.714, -9.421], [-0.800, 1.097, -7.263], [0.808, 0.281, -5.693], [0.783, 1.726, -4.567], [1.618, 1.665, -5.994], [-1.660, 1.396, -5.533], [0.344, 3.579, -6.444], [-1.273, 3.951, -5.836], [-4.260, 0.747, 1.467], [-3.670, -0.687, 1.807], [-4.133, -1.461, 3.038], [-3.967, -2.778, 2.702], [-4.020, -2.875, 1.405], [-3.775, -3.881, 0.788], [-4.123, -1.643, 0.944], [-4.153, 1.031, 0.420], [-3.717, 1.549, 1.968], [-5.306, 0.874, 1.744], [-2.581, -0.732, 1.823], [-5.133, -1.228, 3.406], [-3.483, -1.042, 3.806], [-0.280, -3.832, 1.939], [-0.259, -4.486, 3.330], [-0.787, -5.939, 3.635], [-0.021, -6.270, 4.781], [1.175, -5.463, 4.823], [2.064, -5.628, 5.692], [1.073, -4.462, 3.908], [-0.862, -2.928, 2.120], [-0.671, -4.470, 1.146], [0.737, -3.537, 1.681], [-0.804, -3.765, 3.939], [-0.477, -6.584, 2.813], [-1.863, -5.946, 3.809], [3.682, 0.589, 0.112], [4.738, 1.017, 1.159], [6.098, 1.396, 0.749], [6.398, 2.345, 1.767], [5.335, 2.925, 2.112], [5.200, 4.103, 2.471], [4.296, 2.086, 1.833], [3.463, 1.445, -0.526], [2.720, 0.256, 0.502], [4.089, -0.216, -0.499], [4.853, 0.229, 1.903], [6.209, 1.443, -0.334], [6.782, 0.593, 1.026]],
  "forces_ev_per_a": [[-0.070, -0.617, 1.857], [-1.576, -0.867, -0.675], [1.695, 3.578, -3.104], [-1.016, 0.441, 1.944], [2.667, -3.709, -2.646], [-1.125, 1.855, 0.178], [-0.081, -0.800, 0.944], [1.171, 0.279, 0.036], [-0.280, 0.027, -0.823], [-0.184, 0.596, 0.556], [0.179, 0.149, -0.438], [-0.483, -0.485, 0.888], [-0.779, -0.321, 1.279], [-0.096, -0.794, 2.524], [2.710, 1.093, -0.571], [-0.629, 0.183, -0.163], [0.802, 0.138, 1.957], [-1.916, -1.722, -4.376], [0.851, 0.373, 2.477], [-0.687, 0.376, -2.645], [-0.526, -0.222, 0.787], [0.017, -0.671, 0.585], [-0.791, 1.155, -1.345], [0.523, 0.272, 0.940], [-0.066, 0.032, -0.020], [-0.193, -0.214, -0.145], [0.646, -0.797, 0.530], [-1.119, 1.151, 1.137], [0.311, 4.017, 2.465], [0.153, -1.462, 2.655], [2.069, -1.467, -1.690], [-1.127, 1.003, 0.332], [-1.106, -0.339, -5.564], [-0.014, -0.638, -0.203], [0.175, -0.289, 0.470], [-0.011, -0.373, -0.023], [0.165, 0.459, -0.238], [-0.358, -0.182, -0.508], [0.254, -1.167, 0.688], [0.295, -0.482, 0.759], [-0.752, 0.266, 0.321], [1.490, 1.809, -0.974], [2.027, 0.885, 0.498], [0.668, -0.780, 3.005], [-3.549, 0.651, -3.988], [0.339, -1.678, 0.632], [0.012, -0.070, -0.911], [-0.198, 0.134, 0.112], [-0.064, 0.045, -0.047], [-0.218, -0.362, 0.463], [-0.347, -0.266, -0.070], [0.237, -0.165, 0.172], [0.890, 0.384, -0.140], [-1.717, -3.861, -0.473], [1.616, -3.032, 0.409], [4.355, -0.062, -2.013], [-4.136, 5.110, 0.788], [0.352, -3.551, -0.255], [-1.950, 3.843, 1.916], [0.131, 0.054, -0.196], [0.278, -0.051, 0.481], [-0.041, -0.022, -0.082], [-0.196, -0.572, -0.038], [0.330, 1.977, -0.031], [-0.013, -0.249, -0.389]],
  "lumo_ev": -0.08,
  "de_lowest_kcal_mol": 124.1,
  "charge": 0,
  "total_energy_ev": -51935.3682,
  "orbital_gap_ev": 10.636,
  "smiles": "C[C@H]1COC(=O)O1.C[C@H]1COC(=O)O1.C[C@H]1COC(=O)O1.C[C@H]1COC(=O)O1.C[C@H]1COC(=O)O1",
  "homo_energy_ha": -0.394
}